# 1
Entry from the OMol25 dataset: C19H38AsN2O2SbSe3SnTe as an isolated structure (ωB97M-V/def2-TZVPD).

Orbital gap (spin up / spin down), eV: 3.47 / 4.55
LUMO (spin up / spin down), eV: -9.2123 / -8.3475
M, u: 1006.398
DFT total energy, hartree: -11168.84814

Structure (ORCA input):
```
! wB97M-V def2-TZVPD RIJCOSX def2/J DEFGRID3
* xyz 2 1
Sn -1.45 -0.81 -0.71
Se -3.02 -2.35 0.74
Se -4.43 -3.09 -0.93
Te -6.40 -1.54 -1.04
Se -5.56 0.40 0.02
C 0.79 -5.57 -0.30
C 0.06 -4.98 -1.49
As 0.29 -3.01 -1.69
C -0.19 -2.84 -3.60
C -1.57 -3.43 -3.87
C 2.25 -2.77 -1.83
C 3.00 -2.84 -0.51
H 0.56 -6.63 -0.21
H 0.48 -5.08 0.63
H 1.87 -5.49 -0.39
H -1.01 -5.17 -1.38
H 0.41 -5.41 -2.43
H 0.56 -3.34 -4.21
H -0.17 -1.77 -3.87
H -1.55 -4.52 -3.75
H -1.89 -3.21 -4.89
H -2.31 -3.03 -3.18
H 2.39 -1.79 -2.30
H 2.62 -3.53 -2.53
H 2.41 -2.40 0.30
H 3.94 -2.30 -0.58
H 3.22 -3.87 -0.24
C -3.39 4.34 -1.42
C -3.56 3.78 -0.03
Sb -2.11 2.21 0.52
C -0.31 3.33 1.13
C -0.63 4.77 1.51
C -2.92 1.69 2.47
C -3.62 2.82 3.19
H -4.14 5.11 -1.59
H -3.54 3.56 -2.18
H -2.41 4.78 -1.56
H -4.54 3.30 0.09
H -3.43 4.56 0.72
H 0.39 3.30 0.31
H 0.11 2.79 1.98
H -1.06 5.31 0.68
H 0.29 5.27 1.80
H -1.31 4.82 2.35
H -2.10 1.30 3.08
H -3.64 0.88 2.29
H -2.93 3.62 3.46
H -4.06 2.44 4.12
H -4.43 3.24 2.60
O 5.54 3.19 -0.36
C 5.75 1.89 0.05
N 4.60 1.36 0.79
C 3.62 0.70 0.16
O 3.63 0.40 -1.01
C 2.44 0.28 1.02
C 2.43 0.08 2.39
C 1.26 -0.39 2.98
C 0.16 -0.68 2.18
N 0.18 -0.48 0.87
C 1.29 0.00 0.31
H 5.07 3.20 -1.21
H 6.60 1.90 0.75
H 5.94 1.20 -0.78
H 4.46 1.73 1.71
H 3.31 0.26 3.00
H 1.20 -0.55 4.04
H -0.75 -1.09 2.59
H 1.29 0.14 -0.76
*
```

Here are the Mulliken charges for atoms 1 to 5, given in e: Sn 0.8828; Se -0.1326; Se 0.0293; Te 0.3492; Se 0.0419

***

# 2
Entry from the OMol25 dataset: C7H11I2N2OSYb as an isolated structure in a non-equilibrium geometry (ωB97M-V/def2-TZVPD).

Orbital gap (spin up / spin down), eV: 3.26 / 3.57
LUMO (spin up / spin down), eV: 4.6685 / 4.6687
M, u: 598.093
DFT total energy, hartree: -2610.17604

Structure (ORCA input):
```
! wB97M-V def2-TZVPD RIJCOSX def2/J DEFGRID3
* xyz -2 2
C -3.31 -0.39 -1.05
I -3.44 1.55 -0.59
H -4.29 -0.75 -1.36
H -2.60 -0.51 -1.88
H -2.96 -0.94 -0.18
C 1.94 -1.08 -3.43
C 1.08 -1.60 -1.45
N 1.69 -0.61 -2.16
H 1.24 -2.92 -4.40
I 3.77 -0.76 1.00
N 0.70 -2.58 -2.34
H 2.66 -0.58 -4.06
Yb 1.18 0.72 1.14
C 1.46 -1.57 -0.06
O 0.60 -1.43 0.84
C 1.29 -2.26 -3.55
C -0.50 -3.45 -2.29
H -0.37 -4.19 -3.08
H -1.46 -2.94 -2.54
H -0.60 -3.95 -1.32
C 1.87 0.75 -1.66
H 2.22 1.34 -2.50
H 2.69 0.75 -0.90
H 0.93 1.23 -1.27
S -0.78 2.10 0.45
*
```

Here are the Mulliken charges for atoms 1 to 5, given in e: C -0.7208; I -0.0486; H 0.3159; H 0.0998; H 0.2376

***

# 3
Entry from the OMol25 dataset: C48H42CaCl5N4O6P as an isolated structure in a non-equilibrium geometry (ωB97M-V/def2-TZVPD).

Orbital gap, eV: 6.30
LUMO, eV: 3.6293
M, u: 1019.203
DFT total energy, hartree: -5844.86896

Structure (ORCA input):
```
! wB97M-V def2-TZVPD RIJCOSX def2/J DEFGRID3
* xyz -2 1
Ca -0.90 -0.04 0.88
Cl -3.06 -2.03 2.60
C -3.49 -0.42 3.07
C -2.81 0.63 2.44
C -3.27 1.89 2.84
Cl -2.59 3.30 2.11
C -4.28 2.11 3.78
Cl -4.80 3.71 4.19
C -4.88 1.02 4.39
Cl -6.13 1.25 5.56
C -4.49 -0.26 4.03
Cl -5.23 -1.63 4.80
N 1.36 -9.26 -4.68
C 1.03 -8.37 -4.03
C 0.62 -7.27 -3.22
C 1.03 -5.97 -3.55
C 0.65 -4.91 -2.76
C -0.13 -5.10 -1.62
C -0.55 -6.40 -1.31
C -0.19 -7.47 -2.10
C -0.51 -3.95 -0.76
C 0.05 -3.90 0.52
C 0.97 -4.85 1.08
C 1.14 -4.48 2.39
C 0.33 -3.33 2.57
N -0.30 -2.97 1.48
C -1.48 -3.08 -1.27
C -2.32 -3.38 -2.39
C -3.30 -2.42 -2.40
C -3.00 -1.55 -1.31
N -1.92 -1.93 -0.65
H 1.65 -5.82 -4.42
H 0.95 -3.90 -3.02
H -1.17 -6.55 -0.44
H -0.53 -8.47 -1.86
H 1.44 -5.68 0.56
H 1.77 -4.95 3.13
H 0.20 -2.77 3.49
H -2.23 -4.23 -3.05
H -4.13 -2.33 -3.08
H -3.56 -0.68 -1.01
O 1.05 -0.06 -1.31
C 1.57 1.26 -1.48
C 0.63 2.25 -0.67
O 1.00 3.42 -0.57
O -0.44 1.74 -0.26
C 3.02 1.40 -1.04
C 3.65 0.44 -0.27
C 5.00 0.53 0.03
C 5.75 1.61 -0.42
C 5.11 2.61 -1.14
C 3.77 2.51 -1.45
C 1.45 1.62 -2.98
C 1.21 2.90 -3.45
C 1.13 3.15 -4.81
C 1.32 2.13 -5.73
C 1.56 0.84 -5.27
C 1.62 0.59 -3.91
H 1.76 -0.65 -1.05
H 3.10 -0.39 0.15
H 5.47 -0.24 0.63
H 6.81 1.68 -0.19
H 5.68 3.47 -1.48
H 3.28 3.31 -1.99
H 1.07 3.71 -2.74
H 0.91 4.15 -5.16
H 1.28 2.32 -6.79
H 1.71 0.03 -5.97
H 1.79 -0.42 -3.55
C -2.44 4.44 -0.92
O -3.52 3.51 -0.99
P -3.21 1.90 -0.92
O -2.95 1.73 -2.52
C -1.99 0.85 -3.08
O -4.81 1.49 -0.99
C -5.55 1.34 0.21
H -2.32 4.92 -1.89
H -1.50 3.97 -0.64
H -2.69 5.20 -0.18
H -2.49 0.03 -3.60
H -1.32 0.43 -2.33
H -1.39 1.41 -3.80
H -5.11 0.59 0.87
H -6.56 1.02 -0.07
H -5.62 2.29 0.76
C 0.93 4.03 4.94
N 0.83 3.73 3.54
C 1.86 4.32 2.72
C 0.42 2.39 3.15
C 1.44 1.26 3.11
C 2.59 1.32 3.90
C 3.54 0.31 3.85
C 3.31 -0.78 3.03
C 2.13 -0.86 2.29
C 1.15 0.15 2.28
H 0.85 5.11 5.09
H 1.88 3.71 5.42
H 0.11 3.54 5.47
H 1.87 5.40 2.89
H 1.64 4.13 1.67
H 2.87 3.93 2.93
H 0.01 2.46 2.15
H -0.39 2.09 3.82
H 2.76 2.16 4.56
H 4.45 0.38 4.45
H 4.05 -1.59 2.97
H 1.98 -1.76 1.71
*
```

Here are the Mulliken charges for atoms 1 to 5, given in e: Ca 1.4996; Cl -0.2073; C 0.7254; C -1.3931; C 0.8961

***

# 4
Entry from the OMol25 dataset: C4H8N2O3 as an isolated structure in a non-equilibrium geometry (ωB97M-V/def2-TZVPD).

Orbital gap, eV: 9.93
LUMO, eV: 0.5922
M, u: 132.119
DFT total energy, hartree: -492.42495

Structure (ORCA input):
```
! wB97M-V def2-TZVPD RIJCOSX def2/J DEFGRID3
* xyz 0 1
C -0.43 2.15 -0.59
N 0.08 1.10 0.30
C 1.20 0.05 -0.29
O 2.14 0.05 0.70
O 1.46 -0.05 -1.46
H 2.95 -0.31 0.32
H 0.48 1.48 1.15
H 0.32 2.93 -0.73
H -0.68 1.69 -1.54
H -1.31 2.58 -0.12
C -0.67 -2.41 0.15
N -0.17 -1.06 0.29
C -0.94 -0.06 0.61
O -2.10 0.18 0.87
H -0.35 -3.01 1.01
H -1.76 -2.45 0.10
H -0.24 -2.86 -0.75
*
```

Here are the Mulliken charges for atoms 1 to 5, given in e: C -0.8562; N -0.0848; C 0.6786; O -0.5124; O -0.6117

***

# 5
Entry from the OMol25 dataset: C4H7NO2 as an isolated structure (ωB97M-V/def2-TZVPD).

Orbital gap, eV: 9.81
LUMO, eV: 0.6320
M, u: 101.105
DFT total energy, hartree: -361.67672

Structure (ORCA input):
```
! wB97M-V def2-TZVPD RIJCOSX def2/J DEFGRID3
* xyz 0 1
O -1.19 -0.91 1.35
C -1.12 -0.37 0.15
C -0.09 1.28 0.41
O 1.26 0.96 0.64
C 1.75 -0.17 0.08
N 1.18 -1.06 -0.62
C -0.24 -1.01 -0.91
H -0.74 0.34 1.18
H -2.03 0.11 -0.27
H -0.27 1.68 -0.59
H -0.36 2.05 1.14
H 2.81 -0.25 0.30
H -0.39 -0.54 -1.89
H -0.61 -2.04 -0.98
*
```

Here are the Mulliken charges for atoms 1 to 5, given in e: O -0.7125; C 0.0913; C -0.6323; O -0.3381; C 0.1431

***

# 6
Entry from the OMol25 dataset: C24H19FeN2O5S as an isolated structure in a non-equilibrium geometry (ωB97M-V/def2-TZVPD).

Orbital gap (spin up / spin down), eV: 8.19 / 6.34
LUMO (spin up / spin down), eV: -0.4515 / -2.2853
M, u: 503.337
DFT total energy, hartree: -3073.61036

Structure (ORCA input):
```
! wB97M-V def2-TZVPD RIJCOSX def2/J DEFGRID3
* xyz 0 6
Fe -0.53 0.43 2.38
O 4.06 -3.48 4.09
C 3.12 -2.62 3.67
C 2.54 -2.70 2.40
C 1.58 -1.76 2.06
N 1.26 -0.77 2.87
C 1.69 -0.77 4.13
C 2.64 -1.67 4.58
C 0.82 0.11 5.03
O 1.19 0.41 6.14
O -0.30 0.38 4.45
C 0.60 -1.93 0.90
O 0.82 -2.79 0.07
O -0.41 -1.15 1.00
H 4.25 -4.13 3.41
H 2.78 -3.49 1.70
H 2.96 -1.66 5.61
C -0.03 -2.84 -3.01
C -0.54 -1.78 -3.98
C 0.51 -1.59 -5.09
C -1.85 -2.29 -4.60
C -0.81 -0.43 -3.30
C -1.31 0.61 -4.09
C -1.59 1.85 -3.56
C -1.36 2.06 -2.21
S -1.62 3.50 -1.29
C -1.03 2.66 0.12
N -0.69 1.42 -0.06
C -0.86 1.04 -1.38
C -0.58 -0.21 -1.95
C -0.96 3.33 1.41
C -1.39 4.65 1.58
C -1.33 5.24 2.83
C -0.85 4.53 3.92
C -0.42 3.22 3.76
C -0.46 2.64 2.51
H 0.10 -3.78 -3.54
H -0.72 -3.00 -2.19
H 0.93 -2.55 -2.59
H 0.72 -2.55 -5.56
H 1.44 -1.20 -4.66
H 0.17 -0.90 -5.86
H -1.69 -3.27 -5.05
H -2.24 -1.63 -5.38
H -2.62 -2.39 -3.83
H -1.49 0.45 -5.14
H -1.99 2.65 -4.18
H -0.19 -0.99 -1.31
H -1.78 5.19 0.73
H -1.68 6.26 2.96
H -0.81 5.00 4.90
H -0.04 2.68 4.62
*
```

Here are the Mulliken charges for atoms 1 to 5, given in e: Fe 0.5946; O -0.5073; C 1.1547; C -0.4337; C 0.0233

***

# 7
Entry from the OMol25 dataset: a 3-piece molecular cluster, C3H12NO3 overall in a non-equilibrium geometry (ωB97M-V/def2-TZVPD).

Orbital gap, eV: 7.93
LUMO, eV: 4.0252
M, u: 110.133
DFT total energy, hartree: -401.94136

Structure (ORCA input):
```
! wB97M-V def2-TZVPD RIJCOSX def2/J DEFGRID3
* xyz -1 1
C -0.81 1.92 -0.68
C 0.68 1.30 -1.09
C 1.04 0.10 -0.12
O 0.14 -0.78 0.44
N -2.00 0.99 -0.47
H -0.94 2.80 -1.40
H -0.67 2.47 0.26
H 0.46 0.83 -2.15
H 1.44 2.13 -0.97
H 1.47 0.54 0.86
H 1.79 -0.63 -0.61
H -1.91 0.43 0.38
H -2.08 0.40 -1.27
H 0.01 -2.20 -0.47
H -0.43 -3.24 0.59
O -0.16 -3.25 -0.34
H -0.03 -1.36 2.70
H 1.03 -1.21 1.64
O 0.95 -1.24 2.71
*
```

Here are the Mulliken charges for atoms 1 to 5, given in e: C -0.7188; C -0.4099; C -0.5051; O -0.8605; N -0.6385

***

# 8
Entry from the OMol25 dataset: C28H31GeN5ORhS as an isolated structure (ωB97M-V/def2-TZVPD).

Orbital gap (spin up / spin down), eV: 7.34 / 5.33
LUMO (spin up / spin down), eV: -2.6637 / -5.7069
M, u: 661.173
DFT total energy, hartree: -4019.91163

Structure (ORCA input):
```
! wB97M-V def2-TZVPD RIJCOSX def2/J DEFGRID3
* xyz 1 5
Rh 0.17 0.36 0.06
O 0.21 2.14 1.43
N 0.96 2.05 2.49
C 0.90 3.07 3.39
C 1.66 3.05 4.52
C 2.52 1.98 4.77
C 2.57 0.95 3.87
C 1.78 0.97 2.70
S 1.82 -0.32 1.58
H 0.21 3.85 3.11
H 1.58 3.88 5.21
H 3.13 1.95 5.66
H 3.21 0.10 4.01
C -3.06 0.57 2.26
Ge -2.10 -0.32 0.84
C -3.36 -1.13 -0.39
C -3.32 -0.89 -1.76
C -4.24 -1.49 -2.61
C -5.22 -2.34 -2.09
C -5.27 -2.58 -0.72
C -4.35 -1.98 0.12
C -0.98 -1.75 1.60
C -0.84 -1.82 2.97
C -0.17 -2.89 3.59
C 0.42 -3.85 2.82
C 0.38 -3.79 1.40
C 1.03 -4.77 0.61
C 1.01 -4.69 -0.75
C 0.32 -3.63 -1.38
C -0.33 -2.69 -0.64
C -0.32 -2.74 0.78
H -3.75 -0.14 2.71
H -3.63 1.40 1.85
H -2.39 0.96 3.03
H -2.57 -0.23 -2.18
H -4.21 -1.30 -3.67
H -5.94 -2.80 -2.75
H -6.02 -3.24 -0.32
H -4.40 -2.18 1.19
H -1.29 -1.05 3.60
H -0.13 -2.95 4.67
H 0.96 -4.67 3.29
H 1.55 -5.58 1.11
H 1.52 -5.44 -1.35
H 0.30 -3.58 -2.46
H -0.89 -1.91 -1.15
C 0.25 2.56 -2.09
N 1.16 1.51 -1.55
C 1.62 0.67 -2.69
N 2.28 1.46 -3.71
C 1.34 2.49 -4.18
N 0.89 3.37 -3.10
C 2.08 4.00 -2.51
N 3.03 3.01 -2.00
C 2.37 2.21 -0.99
C 3.43 2.13 -3.11
H -0.08 3.18 -1.25
H -0.62 2.06 -2.52
H 0.74 0.18 -3.13
H 2.29 -0.10 -2.31
H 0.47 2.00 -4.63
H 1.84 3.09 -4.94
H 1.76 4.65 -1.68
H 2.57 4.61 -3.26
H 2.03 2.83 -0.17
H 3.05 1.44 -0.62
H 4.13 1.39 -2.73
H 3.93 2.73 -3.87
*
```

Here are the Mulliken charges for atoms 1 to 5, given in e: Rh 0.0242; O -0.6242; N 0.7060; C -0.4211; C -0.6279

***

# 9
Entry from the OMol25 dataset: one molecule with the formula C4H4O in a non-equilibrium geometry (ωB97M-V/def2-TZVPD).

Orbital gap, eV: 9.56
LUMO, eV: 0.2884
Structure (SMILES): O=C1[C@H]2C[C@@H]12
M, u: 68.075
DFT total energy, hartree: -229.84386

Structure (ORCA input):
```
! wB97M-V def2-TZVPD RIJCOSX def2/J DEFGRID3
* xyz 0 1
C -1.91 -0.05 -0.12
C 0.26 0.06 -0.57
C -0.79 -0.79 0.20
C -0.76 0.76 0.18
O -3.46 -0.06 -0.02
H 1.15 -0.12 0.04
H 0.46 -0.09 -1.58
H -0.45 -1.71 0.56
H -0.78 1.52 0.98
*
```

Here are the Mulliken charges for atoms 1 to 5, given in e: C 0.4179; C -0.5070; C -0.3033; C -0.2321; O -0.5770

***

# 10
Entry from the OMol25 dataset: a 6-piece molecular cluster, C26H57Br2F3NO8P overall (ωB97M-V/def2-TZVPD).

Orbital gap, eV: 9.14
LUMO, eV: 0.4866
Structure (SMILES): CC(=O)N(C)CCCCP(CCCCOC=O)CC[C@](F)(Br)C(F)(F)Br.CCO.CCO.CCO.CCO.CCO
M, u: 759.517
DFT total energy, hartree: -7470.42349

Structure (ORCA input):
```
! wB97M-V def2-TZVPD RIJCOSX def2/J DEFGRID3
* xyz 0 1
C 0.13 -3.36 2.78
C 0.65 -2.60 1.58
O 1.23 -1.55 1.72
N 0.55 -3.23 0.30
C 1.59 -2.70 -0.59
C -0.76 -3.02 -0.35
C -2.00 -3.57 0.38
C -3.12 -2.53 0.54
C -3.71 -2.10 -0.82
P -4.19 -0.34 -1.20
C -5.77 0.05 -0.23
C -6.63 -1.12 0.29
C -6.48 -1.59 1.77
C -5.55 -0.78 2.65
O -5.59 -1.21 4.03
C -4.69 -2.17 4.32
O -3.93 -2.10 5.22
C -2.79 0.60 -0.39
C -3.12 1.47 0.83
C -1.92 1.75 1.74
F -1.16 0.63 1.88
Br -2.57 2.23 3.52
C -1.02 2.92 1.24
F -1.53 4.10 1.58
F -1.00 2.90 -0.11
Br 0.80 2.76 1.89
H -0.06 -4.40 2.55
H 0.87 -3.27 3.58
H -0.80 -2.89 3.14
H 1.61 -3.29 -1.51
H 1.38 -1.65 -0.87
H 2.57 -2.74 -0.12
H -0.68 -3.51 -1.33
H -0.89 -1.95 -0.56
H -1.74 -3.98 1.35
H -2.42 -4.40 -0.19
H -3.92 -3.01 1.12
H -2.78 -1.69 1.15
H -2.96 -2.30 -1.59
H -4.55 -2.74 -1.07
H -6.37 0.56 -0.98
H -5.59 0.79 0.55
H -7.68 -0.84 0.16
H -6.49 -1.99 -0.36
H -7.46 -1.57 2.27
H -6.17 -2.64 1.79
H -4.52 -0.83 2.31
H -5.86 0.27 2.68
H -4.75 -3.04 3.64
H -2.39 1.25 -1.17
H -2.01 -0.12 -0.16
H -3.50 2.44 0.49
H -3.88 1.03 1.47
C 2.61 5.62 -1.76
C 3.25 4.25 -1.91
O 2.68 3.30 -1.03
H 2.71 5.97 -0.73
H 3.07 6.35 -2.43
H 1.54 5.58 -1.99
H 4.31 4.30 -1.66
H 3.16 3.91 -2.95
H 1.74 3.22 -1.22
C 5.37 -0.32 -2.48
C 4.80 -1.32 -1.50
O 4.42 -2.54 -2.14
H 4.65 -0.10 -3.26
H 5.63 0.62 -1.97
H 6.28 -0.71 -2.95
H 3.90 -0.93 -1.04
H 5.52 -1.53 -0.70
H 5.22 -2.91 -2.54
C 7.62 -5.70 -4.86
C 6.88 -5.05 -3.71
O 7.08 -3.64 -3.67
H 8.69 -5.49 -4.78
H 7.48 -6.78 -4.85
H 7.27 -5.32 -5.82
H 7.24 -5.42 -2.75
H 5.81 -5.27 -3.78
H 6.76 -3.27 -4.51
C 0.86 1.14 5.77
C 1.54 -0.20 5.59
O 1.01 -1.19 6.47
H 0.96 1.49 6.80
H 1.30 1.89 5.10
H -0.20 1.06 5.54
H 2.60 -0.13 5.84
H 1.45 -0.53 4.55
H 0.07 -1.28 6.28
C -0.77 7.41 -3.17
C 0.39 8.05 -3.91
O 0.11 9.40 -4.26
H -1.68 7.45 -3.78
H -0.56 6.36 -2.93
H -0.98 7.93 -2.23
H 0.57 7.53 -4.85
H 1.30 8.00 -3.30
H -0.05 9.90 -3.44
*
```

Here are the Mulliken charges for atoms 1 to 5, given in e: C -1.3918; C 0.7359; O -0.5318; N 0.0793; C -1.0312